(1)
The following is a DFT calculation (wB97M-V/def2-TZVPD) of C52H45Cl4CsN3O3P2 as an isolated structure.

Summary:
frontier orbital gap = 4.710 eV
LUMO energy = 1.7 eV
energy above the lowest of the compared OMol25 structures with the same formula, charge and spin = 84.39 kJ/mol
E_HOMO = -3.048 eV

Geometry as ORCA input:
```
! wB97M-V def2-TZVPD RIJCOSX def2/J DEFGRID3
* xyz -1 1
Cs 18.1756 11.4548 12.3725
C 9.0866 9.9567 10.7387
C 9.5524 10.2144 12.2197
C 8.2946 10.5618 13.0448
C 10.1646 8.9625 12.7178
C 9.3557 7.8164 12.7363
C 9.9295 6.5771 13.0034
C 11.2890 6.5129 13.2553
C 12.1358 7.6049 13.1090
P 13.9678 7.0220 13.0174
C 14.8521 8.0824 14.1697
C 14.2159 8.6350 15.2792
C 14.9793 9.2490 16.2747
C 16.3551 9.3202 16.2170
C 17.0189 8.7615 15.1242
C 16.2691 8.1090 14.1415
C 14.6474 7.6536 11.3804
C 15.3547 6.6844 10.6382
C 16.1093 7.0093 9.5500
C 16.2955 8.3611 9.2593
C 15.6538 9.3714 9.9901
C 14.8743 9.0050 11.0695
C 11.5327 8.8325 12.9034
O 12.3602 9.9221 12.8665
C 11.8314 11.1588 12.6997
C 12.7263 12.2517 12.8657
C 12.2503 13.5424 12.6324
C 10.9397 13.7496 12.1941
C 10.0582 12.7086 12.0532
C 10.5095 11.3925 12.3105
P 14.4661 12.1568 13.3523
C 15.1581 13.5477 12.3939
C 16.0468 14.5039 12.9156
C 16.6959 15.4081 12.0970
C 16.6164 15.2997 10.7173
C 15.7904 14.3026 10.1654
C 15.0983 13.4439 11.0138
C 14.6319 12.8503 14.9905
C 13.7855 13.7013 15.6430
C 14.0264 14.1711 16.9419
C 15.2279 13.8295 17.5459
C 16.1615 13.0285 16.8798
C 15.8216 12.4701 15.6580
H 8.4021 9.1352 10.7227
H 9.9681 9.5994 10.1620
H 8.6835 10.8716 10.2407
H 7.5239 9.7848 13.0013
H 7.7611 11.4217 12.6895
H 8.5479 10.7033 14.0968
H 8.2677 7.8704 12.5417
H 9.2680 5.6955 13.0810
H 11.7391 5.5646 13.4528
H 13.1647 8.6175 15.3427
H 14.4462 9.7624 17.0986
H 16.8912 9.7885 17.0831
H 18.0718 8.8683 15.0448
H 16.8477 7.6913 13.3011
H 15.1723 5.6292 10.9188
H 16.7765 6.3151 9.0419
H 16.9816 8.6572 8.4638
H 15.7919 10.3954 9.7212
H 14.4481 9.7508 11.7542
H 12.8942 14.3285 12.8355
H 10.6111 14.7548 12.0122
H 9.0180 12.8685 11.8406
H 16.1330 14.5369 13.9962
H 17.3619 16.1672 12.4971
H 17.0934 16.0450 10.0427
H 15.5987 14.2306 9.1014
H 14.3588 12.8165 10.5930
H 12.8784 14.0513 15.1431
H 13.3207 14.7803 17.4332
H 15.5291 14.2513 18.5163
H 17.1460 12.9088 17.2888
H 16.5763 11.8416 15.2011
Cl 23.8688 8.6768 16.1103
C 22.2729 9.3592 15.7977
C 21.6089 10.1845 16.6714
Cl 22.5170 10.6532 18.1082
C 20.4509 10.8871 16.3376
Cl 19.7449 11.9941 17.4856
C 19.8433 10.8410 15.0456
O 18.7127 11.4578 14.9739
C 20.5801 9.9412 14.0333
O 20.2489 9.7567 12.7980
C 21.7195 9.2010 14.5162
Cl 22.2523 7.9839 13.2958
C 20.4769 6.3438 8.6700
C 20.9017 7.3259 9.7260
N 20.1505 8.5333 9.5192
C 19.7084 9.0986 8.3354
N 19.2618 10.2900 8.3411
C 18.8894 10.8982 7.0764
C 18.5187 9.8939 5.9581
C 19.5433 8.7666 5.9279
N 19.7004 8.2008 7.2401
C 20.5539 6.9982 7.3154
H 19.4413 6.1122 8.9300
H 21.1278 5.4444 8.6425
H 21.9684 7.5259 9.6824
H 20.6860 6.9233 10.7034
H 20.2426 9.2894 10.1900
H 19.6925 11.5353 6.6708
H 18.0071 11.5398 7.2583
H 18.4508 10.3656 4.9785
H 17.5543 9.4923 6.1787
H 20.4991 9.2119 5.5856
H 19.2720 7.9731 5.2677
H 21.6237 7.2464 7.0863
H 20.1715 6.2637 6.5960
*
```

(2)
The following is a DFT calculation (wB97M-V/def2-TZVPD) of the molecule C20H21F2N3O.

Summary:
frontier orbital gap = 8.897 eV
LUMO energy = 0.7 eV
energy above the lowest of the compared OMol25 structures with the same formula, charge and spin = 15.36 kJ/mol
E_HOMO = -8.208 eV
SMILES = Cc1ccccc1-c1nn(-c2ccc(F)cc2F)cc1CNCCCO

Geometry as ORCA input:
```
! wB97M-V def2-TZVPD RIJCOSX def2/J DEFGRID3
* xyz 0 1
C -0.2318 -3.6548 0.5931
C 1.1415 -3.1586 0.2643
C 2.1730 -4.0678 0.0738
C 3.4540 -3.6534 -0.2446
C 3.7242 -2.3026 -0.3778
C 2.7154 -1.3790 -0.1830
C 1.4233 -1.7913 0.1409
C 0.3996 -0.7709 0.3415
N -0.8529 -0.9317 -0.0381
N -1.5122 0.1906 0.2820
C -0.6810 1.0833 0.8868
C 0.5621 0.5103 0.9491
C 1.7842 1.1116 1.5555
N 2.6131 1.7301 0.5300
H 2.0674 2.4241 0.0257
C 3.8145 2.3413 1.0613
C 4.6488 2.9625 -0.0545
H 5.5216 3.4520 0.3873
H 4.0636 3.7239 -0.5753
C 5.1100 1.9154 -1.0701
O 5.8434 2.4768 -2.1325
H 6.6121 2.9333 -1.7725
H 5.7018 1.1427 -0.5575
H 4.2435 1.4380 -1.5299
H 4.3915 1.5507 1.5534
H 3.5902 3.1130 1.8208
H 2.3824 0.3273 2.0320
H 1.4817 1.8344 2.3352
H -1.0097 2.0379 1.2393
C -2.8675 0.2838 -0.0137
C -3.6509 1.4144 0.2276
C -4.9966 1.4508 -0.0843
C -5.5747 0.3320 -0.6534
C -4.8358 -0.8094 -0.9136
C -3.4954 -0.8233 -0.5926
H -2.8862 -1.6916 -0.7815
H -5.3109 -1.6676 -1.3598
F -6.8842 0.3608 -0.9588
H -5.5738 2.3388 0.1149
F -3.1204 2.5270 0.7781
H 2.9165 -0.3250 -0.2982
H 4.7179 -1.9676 -0.6362
H 4.2365 -4.3839 -0.3909
H 1.9658 -5.1242 0.1749
H -0.6902 -3.0490 1.3712
H -0.8668 -3.5877 -0.2884
H -0.1967 -4.6916 0.9200
*
```

(3)
The following is a DFT calculation (wB97M-V/def2-TZVPD) of the molecule C20H22N2O4S.

Summary:
frontier orbital gap = 8.515 eV
LUMO energy = 0.8 eV
energy above the lowest of the compared OMol25 structures with the same formula, charge and spin = 216.80 kJ/mol
E_HOMO = -7.759 eV
SMILES = CCOc1ccc(-c2nc(CSCC(=O)NCc3ccco3)c(C)o2)cc1

Geometry as ORCA input:
```
! wB97M-V def2-TZVPD RIJCOSX def2/J DEFGRID3
* xyz 0 1
C -5.6322 1.1226 0.9632
C -5.6777 -0.3869 0.7435
O -4.8239 -0.8153 -0.2991
C -3.4870 -0.9188 -0.0885
C -2.7366 -1.3103 -1.2023
C -1.3738 -1.4652 -1.1138
C -0.7185 -1.2252 0.0950
C -1.4640 -0.8362 1.2045
C -2.8334 -0.6876 1.1199
H -3.3781 -0.3925 2.0024
H -0.9482 -0.6561 2.1342
C 0.7112 -1.3745 0.2183
N 1.4313 -1.0316 1.2454
C 2.7177 -1.3683 0.9249
C 2.7262 -1.9251 -0.3271
O 1.4449 -1.9257 -0.7756
C 3.7926 -2.4824 -1.1918
H 4.6292 -2.8222 -0.5867
H 4.1461 -1.7174 -1.8861
H 3.3990 -3.3153 -1.7697
C 3.8316 -1.0886 1.8533
H 4.7391 -1.6205 1.5697
H 3.5479 -1.3354 2.8753
S 4.2360 0.6997 1.9253
C 4.8707 0.9498 0.2434
C 3.8246 0.9407 -0.8595
O 4.0884 0.5130 -1.9678
N 2.6419 1.4839 -0.5392
C 1.5786 1.5802 -1.5118
C 0.2562 1.8246 -0.8644
C -0.9995 1.8479 -1.3956
C -1.8706 2.1869 -0.3325
C -1.0809 2.3399 0.7621
O 0.2091 2.1276 0.4478
H -1.2973 2.5899 1.7811
H -2.9330 2.3000 -0.3890
H -1.2701 1.6474 -2.4113
H 1.5500 0.6550 -2.1015
H 1.8021 2.3962 -2.2161
H 2.4426 1.7489 0.4158
H 5.3471 1.9319 0.2572
H 5.6300 0.1973 0.0276
H -0.8027 -1.7687 -1.9779
H -3.2587 -1.4885 -2.1291
H -6.6771 -0.6808 0.4100
H -5.4532 -0.9240 1.6730
H -4.6448 1.4404 1.2894
H -6.3607 1.4034 1.7189
H -5.8724 1.6358 0.0352
*
```

- Among the records above, which one has the lowest E_HOMO?
  C20H21F2N3O